No. 1
Computed, not measured: one molecule with the formula C11H18Si in a non-equilibrium geometry, with ωB97M-V with the def2-TZVPD basis set.

Output
* frontier orbital gap: 0.3379 Eh
* lowest unoccupied orbital energy: 0.9116 eV
* SMILES: CC#CC1=C([Si](C)(C)C)CCC1
* calculated total energy: -719.32764 Eh
* energy relative to the best compared isomer or geometry (same formula, charge and spin): 303.10 kJ/mol

The geometry in XYZ format:
```
30
Properties=species:S:1:pos:R:3:lowdin_charge:R:1
C -3.18139 3.00391 -0.84648 -0.09
C -2.42118 1.81018 -0.67121 -0.06
C -1.87853 0.76773 -0.40898 -0.01
C -1.42074 -0.52785 -0.16553 -0.28
C -0.22960 -0.88794 0.29529 -0.21
Si 1.40543 0.14234 0.28329 0.65
C 1.00252 2.00275 0.52503 -0.19
C 2.41615 -0.03048 -1.38615 -0.15
C 2.60730 -0.37418 1.64944 -0.16
C -0.12303 -2.39376 0.35195 -0.21
C -1.36725 -2.89307 -0.37027 -0.22
C -2.30127 -1.75802 -0.32854 -0.18
H -4.19890 2.86129 -0.86935 0.05
H -2.89787 3.64090 0.07939 0.13
H -2.90541 3.51926 -1.68837 0.05
H 0.15986 2.06857 1.25125 0.04
H 1.79503 2.46849 1.09827 0.01
H 0.95859 2.69322 -0.28439 0.01
H 1.91063 -0.49302 -2.16043 -0.01
H 2.78330 0.97081 -1.73846 0.05
H 3.31457 -0.50933 -1.13113 -0.02
H 3.44895 -0.85535 1.13915 0.03
H 3.03815 0.33968 2.40376 0.06
H 2.15364 -1.14056 2.08014 -0.05
H 0.89341 -2.87410 0.05824 0.14
H -0.19433 -2.69705 1.42947 0.12
H -1.89028 -3.86451 0.19392 0.17
H -1.20620 -3.17620 -1.36540 0.08
H -3.05400 -1.75628 0.52517 0.14
H -2.90739 -1.53617 -1.24725 0.13
```

***

No. 2
Computed, not measured: a 2-piece molecular cluster, C4H9O overall in a non-equilibrium geometry, with ωB97M-V with the def2-TZVPD basis set.

Output
* frontier orbital gap: 0.2245 Eh
* lowest unoccupied orbital energy: 4.1276 eV
* calculated total energy: -232.95419 Eh
* net charge: -1
* energy relative to the best compared isomer or geometry (same formula, charge and spin): 170.04 kJ/mol

The geometry in XYZ format:
```
14
Properties=species:S:1:pos:R:3:lowdin_charge:R:1
C -0.09537 1.80680 1.92480 -0.47
O -0.96970 1.26245 1.00806 -0.48
H -0.74053 2.63755 2.54475 0.06
H 0.73468 2.37976 1.37327 0.03
H 0.40411 1.11603 2.48255 -0.03
C -0.30262 -0.25685 -1.73758 -0.12
C 0.56139 -1.46518 -1.31540 -0.28
C 0.83456 -1.83968 -0.07843 -0.04
H -1.00983 -0.62228 -2.50067 0.05
H 0.32613 0.41694 -2.41243 0.08
H -0.77071 0.17664 -0.86208 0.02
H 0.81319 -2.07579 -2.19928 0.07
H 1.45277 -2.66305 0.15304 0.02
H 0.55999 -0.93597 0.59609 0.09
```

***

No. 3
Computed, not measured: C9H18NO as an isolated structure in a non-equilibrium geometry, with ωB97M-V with the def2-TZVPD basis set.

Output
* frontier orbital gap: 0.3863 Eh
* lowest unoccupied orbital energy: -2.6328 eV
* calculated total energy: -483.37167 Eh
* net charge: +1
* energy relative to the best compared isomer or geometry (same formula, charge and spin): 129.38 kJ/mol

The geometry in XYZ format:
```
29
Properties=species:S:1:pos:R:3:lowdin_charge:R:1
C 2.37386 0.97256 0.59596 -0.09
C 1.08163 3.21184 0.97804 0.08
C 1.72821 -0.37589 0.47734 -0.12
C 0.09631 3.44641 -0.16072 -0.09
C 1.45983 2.08643 0.37011 -0.25
C -0.63949 -2.51186 0.05288 0.02
C -1.01870 -0.53333 1.53659 -0.04
C -1.84640 -0.40493 -0.73521 -0.01
C -0.68429 -0.91622 0.12458 -0.57
N 0.56180 -0.36754 -0.39690 0.05
O 0.54414 2.20460 -0.73559 -0.09
H 2.71965 1.00955 1.57767 0.12
H 3.18087 1.25636 -0.05068 0.14
H 0.31043 0.73113 -0.68483 0.16
H 1.25414 3.77636 1.82808 0.10
H 2.49313 -1.18770 0.25578 0.16
H 1.37944 -0.54731 1.56513 0.15
H -0.93447 3.34406 0.02427 0.11
H 0.26774 4.29823 -0.88736 0.16
H -1.04324 -2.83694 -0.83309 0.05
H 0.40248 -2.90140 -0.09612 0.11
H -1.08280 -2.92525 0.88759 0.06
H -0.45644 -1.13900 2.21510 0.07
H -2.12638 -0.62687 1.70783 0.12
H -0.73119 0.54235 1.77439 0.12
H -1.67950 0.61872 -0.88547 0.06
H -1.81431 -0.85184 -1.81548 0.14
H -2.81802 -0.56022 -0.39557 0.08
H 0.71254 -0.90205 -1.29705 0.21
```

***

No. 4
Computed, not measured: C15H21AlBrFN3OS as an isolated structure in a non-equilibrium geometry, with ωB97M-V with the def2-TZVPD basis set.

Output
* frontier orbital gap: 0.0580 Eh
* lowest unoccupied orbital energy: -16.6143 eV
* calculated total energy: -4136.69256 Eh
* net charge: +3

The geometry in XYZ format:
```
44
Properties=species:S:1:pos:R:3:lowdin_charge:R:1
C 2.75983 2.79020 0.33910 -0.03
O 3.48809 2.10971 1.34733 -0.01
C 4.69510 1.56912 0.86395 -0.10
C 4.55153 0.12612 0.17799 -0.08
C 3.40942 -0.76644 0.75903 -0.14
C 1.97609 -0.49005 0.20924 -0.20
C 1.30210 -1.79168 -0.39914 -0.15
C -0.02182 -1.46098 -1.18769 -0.15
C -1.31060 -1.51154 -0.29752 -0.35
F -1.82305 -2.78045 -0.46210 0.09
C -1.04006 -1.35436 1.17269 -0.12
N -0.87521 -1.31748 2.27692 0.28
C -2.45206 -0.54363 -0.82288 -0.29
C -1.94287 0.88162 -0.93443 -0.19
N -1.69340 1.97595 -0.99632 0.26
C -3.79946 -0.70641 -0.04415 -0.13
C -3.91094 0.11831 1.28027 -0.22
C -5.37588 0.60368 1.62059 -0.48
Br -6.77632 -0.65647 1.12751 1.04
N -2.72813 -1.04064 -2.23071 0.18
C -2.50675 -0.23853 -3.11018 -0.70
S -2.49332 0.75688 -4.32729 1.02
H 3.05769 2.46836 -0.68865 0.10
H 2.95354 3.89170 0.40025 0.16
H 1.66944 2.62448 0.46027 0.12
H 5.48100 1.58142 1.64742 0.17
H 5.05496 2.27742 0.07111 0.16
H 5.50638 -0.40303 0.39991 0.15
H 4.47447 0.15575 -0.92716 0.12
H 3.66777 -1.81229 0.45661 0.14
H 3.38767 -0.76022 1.86500 0.14
H 1.29672 -0.02213 0.95652 0.12
H 2.01562 0.25403 -0.64385 -0.01
H 1.16689 -2.58721 0.35642 0.15
H 2.04539 -2.17909 -1.13517 0.13
H 0.13955 -0.44025 -1.68889 -0.17
H -0.12871 -2.19709 -2.01699 0.16
H -3.97958 -1.77077 0.22166 0.14
H -4.62789 -0.43307 -0.72965 0.12
H -3.26719 1.01822 1.32942 0.12
H -3.59401 -0.53672 2.12203 0.12
H -5.43134 0.73458 2.72268 0.10
H -5.60066 1.60912 1.18519 0.12
Al 1.09419 0.41720 -2.72596 1.14
```